(1)
ORCA calculation (ωB97M-V with the def2-TZVPD basis set) on one molecule with the formula F2HOPS in a non-equilibrium geometry.

The energy above the lowest of the compared OMol25 structures with the same formula, charge and spin is 0.838 eV. The HOMO-LUMO gap is 11.141 eV. Its SMILES is OP(F)(F)=S.

Atoms and positions in Å:
O 0.34056 -0.47721 -0.44075
F 1.66212 1.29369 0.38033
F 0.61515 1.60072 -1.84802
P 1.59712 0.59251 -1.02929
S 3.19414 -0.13327 -1.67047
H -0.46562 -0.11735 -0.20149


(2)
ORCA calculation (ωB97M-V with the def2-TZVPD basis set) on C10H7Cl5F6N2O3PdSb as an isolated structure in a non-equilibrium geometry.

The energy above the lowest of the compared OMol25 structures with the same formula, charge and spin is 2.561 eV. The HOMO-LUMO gap (alpha / beta) is 6.404 / 6.045 eV. Its spin multiplicity is 2. The net charge is -2.

Atoms and positions in Å:
Pd -0.05807 0.88571 0.04987
C -4.45182 1.73260 0.25935
C -3.01514 1.30096 0.19395
N -2.05472 2.05765 0.53114
O -2.39026 3.28464 0.95123
C -2.69357 -0.03292 -0.32461
C -3.75808 -0.97106 -0.78538
N -1.44336 -0.38735 -0.44504
O -1.03435 -1.41888 -0.98266
H -4.50661 2.75265 0.62267
H -5.02256 1.07846 0.92467
H -4.90404 1.68182 -0.73530
H -1.48332 3.71385 1.12077
H -4.28663 -0.57441 -1.65898
H -4.49496 -1.14828 0.00418
H -3.29283 -1.91147 -1.06173
Cl 6.07190 -4.16771 -0.86604
C 4.58340 -3.37722 -0.42598
C 4.27519 -2.10053 -0.91809
Cl 5.37981 -1.31240 -2.00218
C 3.10792 -1.46586 -0.54993
Cl 2.67112 0.07773 -1.17097
C 2.16347 -2.02314 0.37883
O 1.15217 -1.40617 0.75884
C 2.49897 -3.35251 0.81619
Cl 1.36039 -4.11962 1.87707
C 3.66637 -3.99369 0.43234
Cl 4.01088 -5.59410 1.02270
F -0.10733 0.76176 1.99301
Sb 1.44248 3.08133 0.28104
F 1.19079 4.55767 -0.87122
F 3.16438 3.11014 -0.55351
F 2.41600 3.77831 1.73375
F -0.16401 1.36461 -1.85220
F 0.00644 4.13745 1.25223


(3)
ORCA calculation (ωB97M-V with the def2-TZVPD basis set) on one molecule with the formula C3H3Cl2F in a non-equilibrium geometry.

The energy above the lowest of the compared OMol25 structures with the same formula, charge and spin is 0.504 eV. The HOMO-LUMO gap is 10.330 eV. Its SMILES is F/C(Cl)=C/CCl.

Atoms and positions in Å:
C -0.18494 0.67005 0.86378
C -0.04797 -0.76851 0.40240
C 0.29779 -0.84380 -0.92730
H 0.86318 1.16441 0.84969
H -0.67485 1.38794 0.17359
H -0.25727 -1.70655 0.90603
F 0.43272 -1.94502 -1.59051
Cl -0.92154 0.79673 2.52810
Cl 0.67361 0.51580 -1.91915


(4)
ORCA calculation (ωB97M-V with the def2-TZVPD basis set) on a 9-piece molecular cluster, C40H57N12O overall in a non-equilibrium geometry.

The HOMO-LUMO gap is 4.059 eV. The net charge is +1.

Atoms and positions in Å:
C -1.07265 5.38092 -9.32599
O -2.00493 4.28530 -9.03035
C -2.08477 4.23835 -7.59347
C -2.96545 3.04146 -7.02717
C -3.39265 3.23695 -5.49295
C -2.29008 2.76173 -4.43650
C -1.02470 3.75077 -4.49451
C -0.30014 3.97120 -3.09229
N -0.22564 5.41735 -2.66570
N -0.51411 6.49847 -3.36726
N -0.29288 7.61539 -2.66197
C 0.18527 7.14310 -1.41086
N 0.22766 5.71250 -1.42018
H -0.11860 5.01879 -9.81500
H -0.80585 5.94639 -8.36451
H -1.61851 6.12530 -9.98097
H -2.54502 5.20870 -7.18203
H -1.01048 4.11065 -7.20609
H -2.51118 2.01625 -7.23946
H -3.94816 3.05924 -7.61981
H -3.54111 4.36230 -5.34922
H -4.36404 2.70013 -5.27366
H -1.91939 1.69637 -4.58329
H -2.70573 2.82358 -3.37208
H -0.26819 3.25436 -5.19633
H -1.35747 4.70328 -5.00522
H 0.79080 3.65061 -3.23527
H -0.73010 3.32002 -2.26851
H 0.51817 7.77911 -0.54061
H 0.54238 5.07983 -0.67510
N -1.23919 2.40009 0.54136
C -1.68092 1.24633 -0.05306
C -1.23096 0.18784 0.69340
C -0.49459 0.71901 1.78293
C -0.51846 2.08626 1.66577
H -1.41683 3.33098 0.20661
H -2.27451 1.27980 -0.95422
H -1.41224 -0.85408 0.48047
H -0.00224 0.16144 2.56604
H -0.08626 2.86057 2.28110
N 2.19120 -0.46658 6.10100
C 2.17036 -0.04531 4.79869
C 2.32923 -1.14727 3.99423
C 2.44437 -2.27617 4.84320
C 2.35275 -1.82577 6.13703
H 2.10090 0.12945 6.90656
H 2.04624 0.99914 4.55757
H 2.35809 -1.14189 2.91478
H 2.57853 -3.30393 4.54094
H 2.38948 -2.35351 7.07803
N 5.62446 -3.12599 7.71069
C 5.18165 -4.27775 7.11684
C 5.63011 -5.33988 7.86443
C 6.36607 -4.80888 8.95282
C 6.34325 -3.44051 8.83351
H 5.44832 -2.19397 7.37450
H 4.58879 -4.24233 6.21557
H 5.44788 -6.38237 7.65233
H 6.85724 -5.36619 9.73634
H 6.77608 -2.66629 9.44787
N -6.21789 -0.09841 -3.50023
C -5.12121 -0.48823 -4.22193
C -5.49293 -0.58364 -5.54012
C -6.86401 -0.23241 -5.61796
C -7.28359 0.06459 -4.34472
H -6.23770 0.04643 -2.50506
H -4.17377 -0.66543 -3.73575
H -4.84994 -0.87284 -6.35776
H -7.47548 -0.20032 -6.50688
H -8.24551 0.37550 -3.96778
N 2.13459 -5.32062 8.56430
C 1.46046 -5.74123 7.44988
C 0.28112 -6.31429 7.85842
C 0.23962 -6.23121 9.27208
C 1.39520 -5.61088 9.67919
H 3.03594 -4.86709 8.56345
H 1.87756 -5.59839 6.46489
H -0.46868 -6.74436 7.21170
H -0.54820 -6.58531 9.91966
H 1.75458 -5.35294 10.66337
N 6.29246 -8.61745 10.82886
C 5.69818 -8.56337 9.59686
C 6.57846 -9.08035 8.67900
C 7.74574 -9.46611 9.38459
C 7.53923 -9.17116 10.70932
H 5.87745 -8.30050 11.68855
H 4.70329 -8.16132 9.48025
H 6.40200 -9.17213 7.61783
H 8.63730 -9.91076 8.96911
H 8.16995 -9.30585 11.57425
N -1.17651 -3.39541 -0.72568
C -0.07486 -3.78415 -1.43992
C -0.43446 -3.86372 -2.76250
C -1.80277 -3.50408 -2.85072
C -2.23319 -3.21754 -1.57894
H -1.20525 -3.26085 0.27089
H 0.86620 -3.97146 -0.94663
H 0.21493 -4.14810 -3.57647
H -2.40529 -3.45961 -3.74557
H -3.19725 -2.90485 -1.20809
N -3.31231 10.34549 -10.53553
C -3.76283 9.52325 -9.53798
C -3.85319 8.25123 -10.04708
C -3.43614 8.30747 -11.40057
C -3.10584 9.61176 -11.67273
H -3.15644 11.33532 -10.44670
H -3.98098 9.91332 -8.55593
H -4.18190 7.37665 -9.50562
H -3.38322 7.48477 -12.09765
H -2.74418 10.07990 -12.57493


(5)
ORCA calculation (ωB97M-V with the def2-TZVPD basis set) on C41H49BrFN5O3SiTeTi as an isolated structure in a non-equilibrium geometry.

The energy above the lowest of the compared OMol25 structures with the same formula, charge and spin is 0.000 eV. The HOMO-LUMO gap (alpha / beta) is 6.900 / 7.185 eV. Its spin multiplicity is 3.

Atoms and positions in Å:
Ti -0.58808 0.13047 0.32464
C -0.27396 0.06104 4.62462
O 0.47426 0.03951 3.38526
C 1.51871 -0.78162 3.31753
C 2.42090 -0.97182 4.38605
C 3.53093 -1.82037 4.25438
Br 4.68953 -2.21327 5.67521
C 3.70942 -2.49886 3.08868
C 2.96251 -2.18069 1.95195
C 1.84112 -1.42011 2.06545
O 1.00845 -1.18898 1.00355
C 3.48447 -2.69499 0.69544
N 4.45270 -3.56414 0.64954
C 4.81764 -3.70838 -0.66763
C 5.75104 -4.48535 -1.29640
C 5.81476 -4.45063 -2.68562
C 4.90264 -3.64514 -3.44244
C 3.95538 -2.89756 -2.81821
C 3.91450 -2.92756 -1.42565
N 3.09379 -2.27306 -0.55275
H 0.22496 0.63916 5.40021
H -0.56831 -0.93958 4.91767
H -1.19179 0.59676 4.34584
H 2.16892 -0.48083 5.32810
H 4.55228 -3.14868 2.90940
H 0.63427 -2.09699 0.67573
H 6.49891 -5.01761 -0.76693
H 6.46858 -5.09161 -3.25451
H 4.87392 -3.61964 -4.51756
H 3.23876 -2.20791 -3.33049
H 2.50214 -1.48943 -0.82335
C -4.71942 1.61544 -0.09069
Si -3.06654 1.83554 0.89054
C -3.66979 3.23727 2.01965
C -1.87220 2.58310 -0.37123
N -2.37912 0.42419 1.48331
C -3.06780 -0.51857 2.26314
C -4.40599 -0.30195 2.66512
C -5.07374 -1.27036 3.40280
C -4.47034 -2.45159 3.78528
C -3.14915 -2.64170 3.46417
C -2.50491 -1.71894 2.71222
F -1.18238 -1.93845 2.40404
H -5.37280 0.88330 0.40648
H -4.59696 1.30422 -1.11990
H -5.24797 2.56938 -0.08190
H -4.06900 4.04986 1.42517
H -2.95431 3.60108 2.80857
H -4.51591 2.82792 2.54196
H -1.19155 1.89804 -0.92527
H -1.24574 3.32721 0.10087
H -2.42317 3.08806 -1.19643
H -4.96928 0.53388 2.46037
H -6.12730 -1.03634 3.64999
H -4.93172 -3.13551 4.43892
H -2.62435 -3.57760 3.79653
C 3.43993 2.02033 1.74981
C 2.68103 3.03817 2.56394
C 1.21539 2.82259 2.23068
O 1.20377 1.69887 1.28297
C 2.44802 1.74016 0.64172
H 3.62397 1.09953 2.37159
H 4.39694 2.37144 1.29170
H 3.04166 4.04551 2.27797
H 2.90261 2.92664 3.62801
H 0.84117 3.72689 1.76732
H 0.64561 2.50059 3.06989
H 2.51657 2.56798 -0.08626
H 2.61386 0.78845 0.12904
N -0.14725 -3.42774 0.06398
C -1.27208 -3.15399 -0.78464
C -1.72810 -4.01572 -1.75563
C -2.87339 -3.73536 -2.45290
C -3.57229 -2.56894 -2.13994
C -3.01660 -1.75287 -1.18654
N -1.84454 -1.94962 -0.56335
H 0.32654 -4.24154 -0.26158
H -0.56322 -3.64088 0.98682
H -1.22999 -4.94896 -1.88003
H -3.28536 -4.42914 -3.18238
H -4.41229 -2.35047 -2.75320
H -3.52427 -0.85519 -0.88008
C -1.20696 5.55570 -4.92117
C -0.63989 4.18072 -4.45133
C 0.68638 3.97318 -3.95643
C 1.06521 2.71357 -3.44354
C 2.54010 2.52056 -3.05956
C 0.12633 1.72704 -3.33194
Te 0.47869 -0.18856 -2.46675
C -1.17909 1.89533 -3.85007
C -2.13634 0.76639 -3.85071
C -1.51922 3.13677 -4.42099
H -0.74220 5.77965 -5.90445
H -1.02613 6.38770 -4.24465
H -2.28026 5.48841 -5.08855
H 1.39917 4.78156 -4.02828
H 3.04053 1.97361 -3.87400
H 2.65537 1.81777 -2.21657
H 3.04390 3.48643 -2.89059
H -2.44176 0.37909 -2.89294
H -1.79908 -0.04645 -4.52028
H -3.02599 1.23053 -4.30176
H -2.51834 3.32462 -4.76580


(6)
ORCA calculation (ωB97M-V with the def2-TZVPD basis set) on a 2-piece molecular cluster, C3H4INOS overall in a non-equilibrium geometry.

The energy above the lowest of the compared OMol25 structures with the same formula, charge and spin is 2.907 eV. The HOMO-LUMO gap (alpha / beta) is 7.528 / 7.567 eV.

Atoms and positions in Å:
C 0.18883 -2.88190 0.36465
C -0.42127 1.67320 -1.57834
C 0.60971 0.62588 0.80248
N 0.92278 -2.39468 1.23483
O -0.49425 -3.06546 -0.51390
S -0.75883 1.06241 -0.08276
I 2.52092 0.16136 -0.07669
H 0.55887 1.60415 -1.99917
H -1.24194 1.90052 -2.11242
H 0.42301 -0.03740 1.50952
H 1.31570 -2.90661 1.98099